#P
# C10H10N2O

One molecule with the formula C10H10N2O (the ωB97M-V functional and the def2-TZVPD basis, OMol25).

XYZ file:
```
23
Properties=species:S:1:pos:R:3
C -0.500 -3.117 -0.594
C -0.563 -1.862 -0.811
C -0.283 -0.915 0.358
O -0.450 -1.533 1.543
C -1.153 0.315 0.254
C -1.981 1.178 0.283
C -2.832 2.265 0.707
C 1.160 -0.408 0.112
N 1.537 -0.140 -1.089
C 2.731 0.516 -1.231
C 3.562 0.689 -0.109
C 2.996 0.302 1.089
N 1.780 -0.118 1.244
H -0.778 -3.829 -1.307
H -0.308 -3.549 0.433
H -0.945 -1.459 -1.621
H -0.318 -0.977 2.279
H -2.035 3.188 0.828
H -3.564 2.661 -0.015
H -3.301 2.020 1.634
H 3.156 0.616 -2.192
H 4.398 1.453 -0.173
H 3.478 0.383 2.058
```

Computed properties:
- Kohn-Sham gap (Ha) = 0.3619

For each atom in turn, the Mulliken charge in e is: number 1, C, carries -0.782; number 2, C, carries -0.708; number 3, C, carries 1.671; number 4, O, carries -0.606; number 5, C, carries -1.698; number 6, C, carries 1.164; number 7, C, carries -1.234; number 8, C, carries 0.301; number 9, N, carries -0.499; number 10, C, carries -0.191; number 11, C, carries -0.519; number 12, C, carries 0.004; number 13, N, carries -0.411; number 14, H, carries 0.355; number 15, H, carries 0.188; number 16, H, carries 0.540; number 17, H, carries 0.400; number 18, H, carries 0.237; number 19, H, carries 0.309; number 20, H, carries 0.301; number 21, H, carries 0.437; number 22, H, carries 0.312; number 23, H, carries 0.432

---

#Q
# C10H10N2O

One molecule with the formula C10H10N2O (the ωB97M-V functional and the def2-TZVPD basis, OMol25).

XYZ file:
```
23
Properties=species:S:1:pos:R:3
O -0.456 -2.745 0.220
C 0.203 -1.819 0.580
C -0.045 -0.347 0.281
N -1.358 0.031 -0.066
C -1.809 1.024 -0.925
C -3.158 1.140 -0.662
N -3.557 0.133 0.156
C -2.460 -0.432 0.556
C 0.828 -0.513 -1.248
C 2.045 0.003 -1.318
C 2.812 0.329 -0.144
C 2.244 0.478 1.056
C 0.749 0.594 1.189
H 1.217 -2.029 1.201
H -1.139 1.492 -1.652
H -3.960 1.792 -1.016
H -2.555 -1.248 1.312
H 0.273 -0.883 -2.010
H 2.580 0.041 -2.367
H 3.948 0.338 -0.149
H 2.757 0.682 1.903
H 0.292 0.360 2.126
H 0.547 1.578 0.976
```

Computed properties:
- Kohn-Sham gap (Ha) = 0.3278

For each atom in turn, the Mulliken charge in e is: number 1, O, carries -0.463; number 2, C, carries -0.035; number 3, C, carries 0.678; number 4, N, carries 0.156; number 5, C, carries -0.193; number 6, C, carries -0.584; number 7, N, carries -0.624; number 8, C, carries 0.052; number 9, C, carries -1.052; number 10, C, carries -0.136; number 11, C, carries -0.059; number 12, C, carries -0.873; number 13, C, carries -0.932; number 14, H, carries 0.268; number 15, H, carries 0.405; number 16, H, carries 0.394; number 17, H, carries 0.318; number 18, H, carries 0.711; number 19, H, carries 0.255; number 20, H, carries 0.311; number 21, H, carries 0.554; number 22, H, carries 0.416; number 23, H, carries 0.433

---

Which is the most stable structure? #Q is the most stable.

---

#P
# C3H8NS

An isolated ion of composition C3H8NS and charge +1 (the ωB97M-V functional and the def2-TZVPD basis, OMol25).

XYZ file:
```
13
Properties=species:S:1:pos:R:3
C 1.169 1.222 0.604
C -0.659 0.246 -0.656
C -0.343 -1.234 -0.946
N -0.189 0.849 0.672
S 0.100 1.268 -2.058
H 1.507 2.196 0.961
H 1.975 0.496 0.715
H -1.786 0.357 -0.879
H -0.329 -1.609 -2.028
H -1.018 -1.918 -0.424
H 0.747 -1.590 -0.648
H -0.512 0.177 1.525
H -0.862 1.577 0.824
```

Computed properties:
- net charge = +1
- Kohn-Sham gap (alpha / beta) (Ha) = 0.2329 / 0.2269

For each atom in turn, the Mulliken charge in e is: number 1, C, carries -0.389; number 2, C, carries -0.118; number 3, C, carries -1.044; number 4, N, carries -0.176; number 5, S, carries 0.047; number 6, H, carries 0.281; number 7, H, carries 0.250; number 8, H, carries 0.360; number 9, H, carries 0.364; number 10, H, carries 0.348; number 11, H, carries 0.282; number 12, H, carries 0.419; number 13, H, carries 0.375

---

#Q
# C3H8NS

A 2-piece molecular cluster, C3H8NS overall (the ωB97M-V functional and the def2-TZVPD basis, OMol25).

XYZ file:
```
13
Properties=species:S:1:pos:R:3
S -1.684 -1.964 1.246
H -0.539 -2.126 1.961
H -2.121 -1.057 2.095
C 1.070 0.856 -0.399
C 1.320 1.258 0.847
C -0.471 -0.110 -1.860
N -0.064 0.059 -0.660
H 1.612 1.071 -1.330
H 0.594 0.999 1.657
H 2.211 1.881 1.101
H -1.267 -0.827 -1.959
H -0.066 0.343 -2.824
H -0.595 -0.384 0.125
```

Computed properties:
- net charge = +1
- Kohn-Sham gap (Ha) = 0.3368

For each atom in turn, the Mulliken charge in e is: number 1, S, carries -0.421; number 2, H, carries 0.245; number 3, H, carries 0.243; number 4, C, carries 0.199; number 5, C, carries -0.673; number 6, C, carries -0.024; number 7, N, carries 0.180; number 8, H, carries 0.264; number 9, H, carries 0.217; number 10, H, carries 0.274; number 11, H, carries 0.230; number 12, H, carries 0.245; number 13, H, carries 0.021

---

Which is the most stable structure? #Q is the most stable.